Entry 1:
Molecular formula: C3H3Br2O2
Method: DFT, ωB97M-V/def2-TZVPD

The largest force on an atom is 0.0500 Eh/bohr. As for the energy above the lowest of the compared OMol25 structures with the same formula, charge and spin: 85.2 kcal per mole. The net charge is -1. Its frontier orbital gap (alpha / beta) is 7.946 / 7.392 eV.

Positions of all 10 atoms, in Å:
C -1.03172 0.28704 -1.35013
C 2.05453 -0.54366 0.69743
C -1.18562 0.29689 0.15948
O -1.26903 -0.82954 -1.79573
O -0.80872 1.39593 -1.86616
Br -1.85414 -1.13861 1.08020
Br -1.97961 1.92599 0.85198
H 1.98964 0.55482 0.58448
H 1.29711 -1.13804 0.24813
H 2.78757 -0.81083 1.39033

Quick look at the Löwdin charges, all values in e: -0.932, 0.089, -1.078, -0.080, -0.099, 0.639, 0.547, 0.003, -0.035, -0.054



Entry 2:
Molecular formula: C3H3Br3O
Method: DFT, ωB97M-V/def2-TZVPD

The largest force on an atom is 0.0780 Eh/bohr. As for the energy above the lowest of the compared OMol25 structures with the same formula, charge and spin: 72.9 kcal per mole. The net charge is 0. Its frontier orbital gap is 7.953 eV.

Positions of all 10 atoms, in Å:
C 0.05562 -1.75597 0.65418
C -1.07966 0.87786 -0.07284
C 0.26094 0.82264 0.03956
O -0.71555 -1.37289 1.47079
Br -2.03741 2.31029 0.59922
Br 2.34885 1.04933 -2.33390
Br 1.02969 -0.74338 -0.71555
H 0.59115 -2.84312 0.71905
H -1.49087 0.27697 -0.88240
H 1.03725 1.37827 0.52189

Quick look at the Löwdin charges, all values in e: -0.516, -0.710, -0.542, 0.027, 0.776, -0.274, 0.974, 0.128, 0.072, 0.064